No. 1
Here is C62H48FN2P3SSiTl as an isolated structure in a non-equilibrium geometry from the Open Molecules 2025 dataset. Energies are from ωB97M-V/def2-TZVPD.

Cartesian coordinates (Å):
1 H 0.722 -1.943 -3.900
2 P -2.830 -0.324 -0.915
3 C 3.181 -3.400 0.468
4 H 7.502 1.716 -1.333
5 C 6.194 1.714 0.390
6 H 4.722 -1.485 -1.187
7 H -5.823 -0.354 -0.858
8 H 0.262 -5.395 3.948
9 C -3.936 1.127 -3.094
10 H 0.711 7.707 -2.298
11 C 5.117 1.060 0.964
12 C 3.726 -2.233 5.276
13 C -3.556 -1.529 4.758
14 C -4.639 3.269 -1.512
15 H -7.419 -1.766 0.294
16 H 1.536 -5.536 -1.603
17 H -0.957 7.921 -4.178
18 H -4.790 4.144 -0.902
19 H 3.878 -3.427 1.303
20 H -0.173 4.509 3.032
21 H 4.091 0.130 -4.580
22 H -6.653 -3.678 1.715
23 H -3.628 0.333 -3.765
24 S -2.850 4.291 1.854
25 C 3.271 -1.208 2.707
26 C 1.492 0.555 -2.416
27 H -4.537 2.314 -4.764
28 C 1.308 1.942 -2.576
29 H 1.121 5.593 -1.213
30 H 3.400 -5.498 0.094
31 C -0.803 6.976 -3.656
32 H -4.166 -4.002 2.029
33 C 3.091 1.981 -4.209
34 C 4.576 -0.103 0.413
35 C -2.188 -1.273 -2.359
36 H -1.794 3.710 -3.781
37 C -1.197 4.574 -3.478
38 C 2.614 3.376 1.450
39 F -0.337 -2.209 1.170
40 C -0.540 -4.798 4.341
41 C -0.810 -1.249 -2.569
42 C 2.216 -1.367 3.592
43 C -4.439 2.268 -3.689
44 C -6.394 -2.013 0.381
45 H 1.610 -2.070 5.517
46 H 1.242 -1.098 3.237
47 C -0.257 4.465 -2.438
48 Tl -0.641 0.321 1.145
49 C -2.718 -3.457 5.419
50 H 3.662 2.532 -4.967
51 C -4.587 -3.271 1.344
52 C -1.184 -2.588 -4.628
53 H -4.204 -2.404 6.565
54 C 1.542 -2.178 -0.915
55 H 2.622 2.722 -0.597
56 C 0.397 5.637 -2.027
57 C 0.448 4.074 2.267
58 H 1.940 3.714 -3.653
59 C -5.468 -1.193 -0.294
60 C 1.181 -3.440 -1.450
61 C -3.668 -2.480 0.675
62 C -4.833 3.336 -2.894
63 H -3.246 -3.126 -5.053
64 C 6.161 0.068 -1.371
65 C -1.226 -5.293 5.460
66 C -4.091 -1.438 -0.194
67 C -2.318 -4.631 6.013
68 C 6.716 1.203 -0.808
69 C -1.435 5.812 -4.098
70 H -0.739 -3.051 -5.514
71 C -5.953 -3.054 1.183
72 H 0.342 -3.457 -2.127
73 H 2.265 4.165 3.413
74 C 0.676 3.281 -0.038
75 H -4.107 -1.933 -3.067
76 H 3.953 -2.608 6.262
77 H -2.154 5.867 -4.890
78 C 2.484 -0.048 -3.164
79 H 3.672 3.201 1.620
80 C -0.972 -3.626 3.707
81 H -5.198 4.248 -3.330
82 H 2.648 -1.114 -3.047
83 H 6.552 2.609 0.835
84 C 1.868 -4.610 -1.140
85 C 0.132 6.867 -2.629
86 H -2.797 -5.046 6.899
87 C -1.556 3.928 0.822
88 C 1.798 3.883 2.452
89 H 4.612 1.499 1.819
90 H -0.847 -6.209 5.977
91 C -3.723 1.051 -1.707
92 P -0.073 2.787 -1.616
93 C 2.037 3.101 0.219
94 C -2.561 -2.600 -4.391
95 P 2.905 -0.620 0.994
96 N -3.661 -2.499 5.716
97 C -3.045 -1.955 -3.265
98 H -2.589 -2.632 0.829
99 C 4.574 -1.607 3.121
100 H -4.188 -0.655 4.733
101 C 5.136 -0.609 -0.751
102 C 3.309 0.626 -4.051
103 H -0.508 -3.209 2.808
104 H 5.790 -2.285 4.731
105 Si 0.445 -0.584 -1.258
106 H 5.404 -1.522 2.395
107 N -2.640 -1.761 3.885
108 H -1.893 3.704 -0.181
109 C 2.429 -1.909 4.861
110 C -2.080 -2.964 4.273
111 H 6.494 -0.245 -2.346
112 C 4.788 -2.043 4.394
113 C -4.097 2.156 -0.903
114 C 2.576 -2.199 0.052
115 C 2.127 2.654 -3.475
116 C 2.894 -4.602 -0.168
117 C -0.188 3.787 1.012
118 H -3.901 2.161 0.149
119 C -0.356 -1.957 -3.703

## Properties
- Energy above the lowest of the compared OMol25 structures with the same formula, charge and spin: 0.0000 eV
- Lowest unoccupied orbital energy (alpha / beta): 3.995 / 3.992 eV
- Charge: -2
- Highest occupied orbital energy (alpha / beta): -0.31 / -1.12 eV
- Frontier orbital gap (alpha / beta): 4.3013 / 5.1164 eV
- 2S+1: 2


No. 2
Here is C64H75Br2N3O2P as an isolated structure in a non-equilibrium geometry from the Open Molecules 2025 dataset. Energies are from ωB97M-V/def2-TZVPD.

Cartesian coordinates (Å):
1 H 1.550 -1.731 1.359
2 H -4.990 -4.953 1.328
3 H 2.132 -8.763 -0.437
4 H -2.978 3.777 5.989
5 C 3.970 8.692 -2.139
6 C 4.036 4.969 -0.511
7 H 6.503 -9.578 2.069
8 C 0.125 5.156 6.166
9 C -3.595 1.362 -6.935
10 H -7.836 3.603 5.417
11 H 1.977 4.060 6.052
12 H 4.518 10.059 -0.566
13 C 6.017 5.582 -1.750
14 N -1.439 -2.384 1.630
15 C -6.874 3.380 4.962
16 H 5.174 5.425 -5.476
17 H -6.647 0.563 -5.665
18 H 2.082 11.691 -3.709
19 H 2.965 4.783 -0.480
20 H -7.231 1.257 4.881
21 H -3.122 1.655 -7.868
22 O 3.504 0.843 0.756
23 H 4.684 2.472 -8.560
24 C -2.141 -6.208 0.844
25 H 2.082 -0.927 -0.328
26 H -1.864 5.979 6.251
27 N -2.576 -3.340 -0.198
28 C -0.859 -1.759 0.383
29 C -2.007 -2.012 -0.756
30 C 6.216 -11.422 3.147
31 C -3.474 -6.732 1.660
32 H 1.527 -6.417 0.099
33 C 4.125 -12.563 2.749
34 H 4.779 4.850 -7.857
35 H 5.377 1.244 -4.500
36 C 5.247 2.033 -5.235
37 H -6.910 1.593 1.608
38 C 0.265 2.758 5.909
39 C -0.060 -0.330 0.463
40 H -3.453 2.587 3.322
41 C -7.512 0.695 -2.114
42 H 3.461 -13.403 2.934
43 Br -0.657 -7.597 0.877
44 H 7.856 5.616 -0.627
45 C 2.828 -7.959 -0.659
46 P -2.962 -1.714 2.279
47 H -3.665 -1.540 4.746
48 C 4.615 -5.893 -1.228
49 C 5.032 1.710 -6.575
50 H -5.722 -6.769 1.229
51 C 1.546 -0.726 0.716
52 C -7.460 2.031 -1.719
53 C -7.339 -0.319 -1.172
54 H 4.326 -9.272 -1.479
55 C 4.910 4.060 -7.122
56 C 5.363 -12.497 3.389
57 C 3.275 8.528 -3.338
58 C -2.829 1.218 -5.779
59 C 6.176 5.067 0.605
60 C 3.740 -11.551 1.871
61 H 7.180 -11.369 3.648
62 H 5.461 3.621 -3.795
63 H -6.993 -0.785 0.903
64 H -6.241 5.439 4.924
65 H -2.639 -0.042 4.230
66 H -3.602 -3.292 -0.081
67 C -1.842 -3.768 1.082
68 C -2.704 -1.225 4.147
69 H 1.648 1.257 1.931
70 H -1.615 1.714 5.780
71 C 2.489 -6.640 -0.356
72 H 5.310 -5.088 -1.450
73 Br -3.481 -8.751 1.460
74 H 4.504 7.853 -1.701
75 H -3.465 -6.412 2.796
76 C 2.358 0.385 1.604
77 H -0.082 0.298 -0.543
78 C 3.979 9.932 -1.501
79 H 5.661 -13.284 4.077
80 C -5.577 0.750 -5.696
81 C -4.748 4.127 4.090
82 H -7.372 -1.360 -1.481
83 H -5.037 0.748 3.839
84 H -4.662 -6.019 -0.195
85 C 4.642 5.350 -1.708
86 H -1.699 -1.638 4.585
87 H 4.329 4.535 1.579
88 C -4.970 1.130 -6.893
89 H -0.442 0.367 1.339
90 H -2.417 -6.003 -0.274
91 C 4.859 2.724 -7.517
92 H 4.044 5.464 -2.608
93 C 5.835 -10.414 2.262
94 C 2.608 10.849 -3.267
95 H 6.773 4.961 1.507
96 H 2.059 9.482 -4.839
97 H -2.873 -1.239 -0.913
98 C 5.295 3.370 -4.839
99 H 2.856 -0.180 2.516
100 C -7.239 2.355 -0.380
101 H 3.264 7.561 -3.831
102 H -7.686 0.443 -3.157
103 H -7.197 3.396 -0.072
104 H -4.407 -0.311 1.335
105 C 3.295 11.011 -2.064
106 C -5.979 4.413 4.682
107 C -1.893 3.838 6.008
108 C 3.384 -5.608 -0.636
109 C 4.952 -7.211 -1.534
110 C -4.811 0.610 -4.539
111 H 3.298 11.976 -1.566
112 H -1.016 -5.056 2.483
113 H -1.757 1.397 -5.812
114 C -7.123 0.005 0.168
115 C 0.891 3.997 6.043
116 H -1.482 -2.030 -1.805
117 C 6.784 5.438 -0.594
118 H -2.840 0.742 -3.678
119 H 3.122 -4.581 -0.394
120 H 4.998 0.669 -6.884
121 H -5.568 1.245 -7.793
122 C 4.595 -10.477 1.625
123 C -1.127 2.679 5.888
124 H 0.613 6.122 6.272
125 C 2.597 9.608 -3.903
126 H -4.053 4.932 3.868
127 H 3.579 1.830 0.921
128 H 4.296 -9.689 0.938
129 H 2.773 -11.599 1.376
130 N -1.595 -5.017 1.597
131 C -5.302 1.776 4.073
132 C -4.819 -6.057 0.979
133 C -7.076 1.341 0.564
134 C 4.802 4.829 0.646
135 C -6.535 2.062 4.659
136 H 0.862 1.855 5.818
137 C -4.411 2.809 3.785
138 H -5.284 0.315 -3.606
139 C 5.131 4.383 -5.783
140 H 5.910 -7.433 -1.996
141 C -3.436 0.847 -4.580
142 C -1.267 5.077 6.151
143 C 4.061 -8.245 -1.245
144 H 6.491 5.875 -2.684
145 H -0.005 -2.522 0.046
146 H -7.592 2.821 -2.454
147 O -3.407 -0.202 1.515

## Properties
- Lowest unoccupied orbital energy: -4.433 eV
- Charge: +1
- Highest occupied orbital energy: -10.34 eV
- Frontier orbital gap: 5.9069 eV
- 2S+1: 1


No. 3
Here is an isolated ion of composition C4H10NO and charge -1 from the Open Molecules 2025 dataset. Energies are from ωB97M-V/def2-TZVPD.

Cartesian coordinates (Å):
1 N -0.334 -1.512 -0.431
2 H -0.578 -0.264 2.142
3 H 1.427 -0.450 -0.136
4 H -0.602 0.418 -2.214
5 C 0.411 -0.651 1.755
6 H -0.191 -2.273 0.248
7 H -0.676 2.150 -1.940
8 O 0.617 -1.953 2.066
9 C -0.143 1.235 -1.664
10 C -0.182 0.932 -0.169
11 H 0.314 1.744 0.388
12 H 1.215 0.040 2.129
13 H 0.882 1.298 -2.049
14 H -1.220 1.006 0.157
15 H -1.325 -1.307 -0.488
16 C 0.385 -0.413 0.206

## Properties
- Energy above the lowest of the compared OMol25 structures with the same formula, charge and spin: 0.0000 eV
- Lowest unoccupied orbital energy: 4.064 eV
- Charge: -1
- Highest occupied orbital energy: -2.41 eV
- Frontier orbital gap: 6.4744 eV
- 2S+1: 1


No. 4
Here is one molecule with the formula C4H7FO in a non-equilibrium geometry from the Open Molecules 2025 dataset. Energies are from ωB97M-V/def2-TZVPD.

Cartesian coordinates (Å):
1 H 1.776 0.166 -1.330
2 O 2.131 -0.240 0.594
3 C -0.088 0.124 -0.327
4 C 1.301 -0.451 -0.554
5 H 1.639 -0.570 1.396
6 C -1.043 -0.779 -0.107
7 H 0.832 2.037 -0.270
8 F -2.236 -0.312 0.266
9 H -0.960 2.090 -0.589
10 H -0.510 1.581 1.039
11 C -0.174 1.559 -0.050
12 H 1.267 -1.443 -0.984
13 H -0.941 -1.847 -0.182

## Properties
- Energy above the lowest of the compared OMol25 structures with the same formula, charge and spin: 1.0917 eV
- Lowest unoccupied orbital energy: 0.854 eV
- Charge: 0
- Highest occupied orbital energy: -9.39 eV
- Frontier orbital gap: 10.2465 eV
- 2S+1: 1


Number 1: E_tot -4485.087365 Eh. Number 2: E_tot -8287.358262 Eh. Number 3: E_tot -288.391642 Eh. Number 4: E_tot -331.669223 Eh.